DFT (ωB97M-V/def2-TZVPD) results for a cluster of 2 separate species, C7H12N in total.

- Highest occupied orbital energy: -12.42 eV
- Total charge: +1
- Total energy: -328.21056 a.u.

Cartesian coordinates (Å):
1 C 2.38281 -1.24390 0.09771
2 C 0.50420 -0.33260 1.83659
3 C 1.06138 -0.85967 0.72515
4 C 1.10875 -1.94512 -0.15170
5 C -1.97558 2.60219 -1.06622
6 C -1.76746 2.17573 0.30764
7 C 0.46887 -3.05097 -0.83198
8 N -0.61440 2.42449 -0.53850
9 H 2.70512 -0.58425 -0.68527
10 H 3.13778 -1.70052 0.61023
11 H 1.08185 0.37319 2.54401
12 H -0.47312 -0.69706 2.16921
13 H -2.47807 1.85041 -1.67993
14 H -2.30895 3.57238 -1.24535
15 H -1.98606 2.83583 1.13859
16 H -0.56429 -3.21259 -0.63137
17 H 1.07261 -3.97471 -0.76539
18 H 0.74113 -2.72097 -1.94286
19 H -1.86677 1.12150 0.56564
20 H -0.22980 3.36662 -0.45620